Entry 1:
Formula: C33H27BaN7O4S2
Source: the OMol25 dataset
Level of theory: wB97M-V/def2-TZVPD

As for the total energy: -75647.5604 eV. The value obtained for the HOMO energy is -8.2066 eV. For the HOMO-LUMO gap, the calculation gives 7.35 eV.

Atoms and positions in Å:
Ba (0.901, 0.099, 0.372)
O (2.850, -3.804, 0.399)
C (2.489, -2.652, 0.587)
O (1.893, -1.870, -0.223)
C (2.767, -2.011, 1.958)
C (3.389, -2.640, 3.027)
C (3.576, -1.914, 4.195)
C (3.121, -0.603, 4.277)
C (2.489, -0.064, 3.169)
N (2.330, -0.763, 2.052)
C (1.808, 1.305, 3.102)
O (1.598, 1.902, 4.157)
O (1.444, 1.637, 1.933)
H (3.708, -3.666, 2.918)
H (4.067, -2.367, 5.046)
H (3.234, -0.002, 5.168)
S (-3.564, 0.436, 6.518)
C (-2.622, 1.081, 7.794)
C (-1.364, 1.400, 7.388)
C (-1.140, 1.125, 6.020)
C (-2.239, 0.594, 5.396)
C (-2.379, 0.173, 4.015)
C (-1.269, 0.255, 3.143)
N (-1.293, -0.117, 1.887)
C (-2.439, -0.600, 1.372)
C (-3.619, -0.700, 2.138)
C (-4.819, -1.171, 1.520)
C (-4.835, -1.550, 0.223)
C (-3.647, -1.502, -0.571)
C (-3.623, -1.900, -1.913)
C (-2.442, -1.843, -2.632)
C (-1.304, -1.365, -1.946)
N (-1.308, -0.943, -0.708)
C (-2.450, -1.020, -0.001)
C (-2.351, -2.225, -4.032)
C (-3.334, -2.710, -4.854)
C (-2.887, -2.961, -6.169)
C (-1.571, -2.662, -6.338)
S (-0.855, -2.076, -4.900)
C (-3.561, -0.313, 3.484)
H (-3.058, 1.183, 8.772)
H (-0.618, 1.819, 8.045)
H (-0.206, 1.344, 5.521)
H (-0.339, 0.663, 3.504)
H (-5.722, -1.210, 2.116)
H (-5.749, -1.893, -0.244)
H (-4.536, -2.252, -2.374)
H (-0.346, -1.342, -2.451)
H (-4.346, -2.884, -4.525)
H (-3.515, -3.344, -6.958)
H (-0.972, -2.756, -7.226)
H (-4.447, -0.393, 4.102)
C (1.396, 2.881, -1.891)
N (1.898, 3.619, -3.041)
C (1.479, 2.928, -4.259)
N (1.971, 1.552, -4.297)
C (1.465, 0.848, -3.128)
N (1.879, 1.486, -1.864)
C (3.356, 1.530, -1.854)
N (3.890, 2.250, -3.001)
C (3.360, 3.611, -2.989)
C (3.432, 1.586, -4.219)
H (0.302, 2.876, -1.926)
H (1.719, 3.383, -0.977)
H (1.865, 3.465, -5.128)
H (0.387, 2.917, -4.303)
H (1.841, -0.178, -3.147)
H (0.372, 0.838, -3.177)
H (3.738, 0.506, -1.870)
H (3.684, 2.025, -0.937)
H (3.753, 4.151, -3.852)
H (3.685, 4.114, -2.076)
H (3.814, 0.563, -4.233)
H (3.821, 2.123, -5.087)

Entry 2:
Formula: C15H33F4N3O2
Source: the OMol25 dataset
Level of theory: wB97M-V/def2-TZVPD

As for the total energy: -35523.3931 eV. The value obtained for the HOMO energy is -8.1961 eV. For the HOMO-LUMO gap, the calculation gives 8.60 eV. Its SMILES is NC(=O)OC(F)(F)C(F)F.CCN(CC)CC.CCN(CC)CC.

Atoms and positions in Å:
N (4.332, 1.824, -3.609)
C (4.576, 0.553, -4.296)
O (4.317, 0.517, -5.531)
O (5.028, -0.673, -3.716)
C (5.848, -0.492, -2.571)
F (6.189, -1.824, -2.136)
F (5.144, 0.067, -1.442)
C (7.248, 0.246, -2.826)
F (7.339, 1.539, -2.183)
F (7.632, 0.306, -4.203)
H (3.456, 1.834, -3.067)
H (5.119, 2.132, -3.021)
H (8.070, -0.383, -2.313)
C (0.271, -0.462, -0.361)
C (0.211, 1.051, -0.530)
N (0.173, 1.489, -1.921)
C (0.392, 2.926, -2.080)
C (-0.651, 3.873, -1.493)
C (-0.893, 0.927, -2.746)
C (-2.335, 1.153, -2.292)
H (1.121, -0.888, -0.902)
H (0.389, -0.713, 0.697)
H (-0.643, -0.950, -0.709)
H (1.112, 1.460, -0.057)
H (-0.643, 1.436, 0.041)
H (0.519, 3.155, -3.145)
H (1.363, 3.168, -1.628)
H (-1.558, 3.901, -2.098)
H (-0.250, 4.892, -1.474)
H (-0.921, 3.613, -0.467)
H (-0.730, -0.153, -2.827)
H (-0.787, 1.290, -3.774)
H (-2.469, 0.994, -1.221)
H (-2.995, 0.450, -2.809)
H (-2.684, 2.156, -2.542)
C (-3.248, -2.400, 1.014)
C (-2.610, -1.530, 2.089)
N (-3.448, -1.335, 3.268)
C (-2.952, -0.290, 4.162)
C (-1.608, -0.520, 4.848)
C (-3.922, -2.546, 3.931)
C (-2.872, -3.536, 4.436)
H (-4.220, -2.003, 0.709)
H (-2.605, -2.427, 0.130)
H (-3.382, -3.432, 1.348)
H (-2.414, -0.553, 1.632)
H (-1.632, -1.953, 2.353)
H (-3.709, -0.082, 4.927)
H (-2.882, 0.640, 3.583)
H (-1.687, -1.239, 5.664)
H (-1.255, 0.419, 5.286)
H (-0.837, -0.862, 4.153)
H (-4.582, -3.078, 3.238)
H (-4.577, -2.271, 4.765)
H (-2.073, -3.707, 3.713)
H (-3.345, -4.503, 4.630)
H (-2.428, -3.207, 5.376)

Entry 3:
Formula: C48H52AlBrGe2NO4Sb
Source: the OMol25 dataset
Level of theory: wB97M-V/def2-TZVPD

As for the total energy: -256494.8742 eV. The value obtained for the HOMO energy is -12.7844 eV. The net charge is +2. The calculation puts the relative energy (zero: lowest compared OMol25 entry of this formula, charge and spin) at 28.25 kcal per mole. For the HOMO-LUMO gap, the calculation gives 7.58 eV.

Atoms and positions in Å:
Al (0.648, 0.601, 0.497)
C (2.493, -0.736, 5.452)
C (2.828, -0.904, 3.977)
C (3.981, -1.408, 3.445)
C (4.210, -1.411, 2.085)
C (3.304, -0.799, 1.226)
Br (3.734, -0.810, -0.589)
N (2.156, -0.294, 1.695)
C (1.907, -0.412, 3.008)
H (2.401, -1.682, 5.984)
H (1.557, -0.207, 5.524)
H (3.289, -0.189, 5.919)
H (4.736, -1.876, 4.091)
H (5.225, -1.714, 1.641)
H (0.980, 0.078, 3.305)
C (-0.014, 3.128, -3.728)
C (-0.305, 2.548, -2.343)
Ge (1.270, 1.609, -1.722)
C (2.954, 2.569, -1.446)
C (2.776, 4.102, -1.721)
C (1.786, 0.455, -3.208)
C (1.381, -0.689, -3.743)
Ge (0.496, -2.194, -2.789)
C (-1.132, -2.599, -3.819)
C (-1.300, -4.068, -4.065)
C (1.411, -3.652, -1.796)
C (2.504, -4.579, -2.415)
C (1.855, -1.148, -5.070)
C (2.343, -2.482, -5.241)
C (2.623, -2.954, -6.498)
C (2.529, -2.074, -7.610)
C (2.107, -0.765, -7.404)
C (1.805, -0.278, -6.139)
H (-0.572, 4.048, -3.862)
H (-0.120, 2.506, -4.635)
H (1.010, 3.417, -3.720)
H (-1.107, 1.821, -2.308)
H (-0.574, 3.337, -1.642)
H (3.693, 2.081, -2.088)
H (3.225, 2.462, -0.377)
H (2.897, 4.354, -2.794)
H (3.546, 4.655, -1.141)
H (1.781, 4.397, -1.465)
H (2.442, 0.991, -3.916)
H (-1.216, -2.009, -4.712)
H (-1.959, -2.237, -3.245)
H (-0.580, -4.392, -4.829)
H (-2.306, -4.218, -4.512)
H (-1.102, -4.615, -3.149)
H (0.538, -4.282, -1.530)
H (1.828, -3.235, -0.871)
H (2.076, -5.197, -3.201)
H (2.906, -5.331, -1.695)
H (3.316, -4.043, -2.880)
H (2.348, -3.122, -4.364)
H (2.934, -3.970, -6.617)
H (2.806, -2.392, -8.607)
H (2.114, 0.001, -8.197)
H (1.342, 0.690, -5.948)
O (-0.457, -1.549, -1.164)
C (-0.945, -1.578, 0.012)
O (-0.641, -0.611, 0.833)
C (-1.783, -2.650, 0.643)
C (-2.161, -2.635, 1.999)
C (-2.864, -3.641, 2.606)
C (-3.172, -4.698, 1.797)
O (-3.760, -5.855, 2.127)
C (-3.742, -6.641, 0.941)
O (-3.440, -5.757, -0.131)
C (-2.918, -4.647, 0.430)
C (-2.172, -3.696, -0.218)
H (-1.866, -1.819, 2.623)
H (-3.192, -3.676, 3.647)
H (-4.755, -7.022, 0.756)
H (-2.966, -7.429, 1.065)
H (-1.904, -3.638, -1.276)
C (1.390, 4.309, 5.675)
C (0.129, 4.785, 5.394)
C (-0.579, 4.182, 4.390)
C (-0.014, 3.205, 3.598)
C (1.305, 2.771, 3.881)
C (1.960, 3.295, 4.988)
Sb (-1.020, 2.268, 2.053)
C (-1.714, 4.036, 1.176)
C (-0.705, 4.802, 0.535)
C (-1.059, 5.984, -0.026)
C (-2.397, 6.412, 0.013)
C (-3.350, 5.654, 0.661)
C (-3.016, 4.464, 1.227)
C (-2.553, 1.001, 2.948)
C (-2.647, 0.803, 4.320)
C (-3.724, 0.119, 4.786)
C (-4.734, -0.247, 3.943)
C (-4.640, -0.074, 2.542)
C (-3.535, 0.600, 2.061)
H (1.999, 4.755, 6.435)
H (-0.275, 5.562, 6.094)
H (-1.649, 4.464, 4.186)
H (1.732, 1.976, 3.243)
H (2.904, 2.853, 5.351)
H (0.305, 4.388, 0.495)
H (-0.366, 6.532, -0.660)
H (-2.634, 7.327, -0.513)
H (-4.369, 6.029, 0.607)
H (-3.785, 3.944, 1.742)
H (-1.820, 1.181, 5.028)
H (-3.822, -0.050, 5.833)
H (-5.565, -0.844, 4.283)
H (-5.375, -0.465, 1.836)
H (-3.443, 0.643, 0.988)

Entry 4:
Formula: C32H34FeN4O4S
Source: the OMol25 dataset
Level of theory: wB97M-V/def2-TZVPD

As for the total energy: -93108.3963 eV. The value obtained for the HOMO energy (spin up / spin down) is -7.0279 / -6.9803 eV. The calculation puts the relative energy (zero: lowest compared OMol25 entry of this formula, charge and spin) at 0.00 kcal per mole. The multiplicity is 5. For the HOMO-LUMO gap (spin up / spin down), the calculation gives 7.68 / 7.63 eV.

Atoms and positions in Å:
Fe (15.031, 12.494, 10.367)
C (13.962, 11.726, 14.531)
C (15.068, 12.201, 15.268)
C (16.023, 12.937, 14.578)
C (15.903, 13.110, 13.230)
N (14.862, 12.599, 12.589)
C (13.854, 12.030, 13.200)
C (16.940, 13.714, 12.339)
C (17.888, 14.564, 12.896)
C (18.943, 15.032, 12.115)
C (18.936, 14.744, 10.772)
C (17.911, 14.009, 10.231)
C (16.862, 13.384, 10.970)
H (13.172, 11.144, 14.989)
H (15.250, 11.917, 16.326)
H (16.992, 13.119, 15.027)
H (13.076, 11.728, 12.503)
H (17.834, 14.868, 13.927)
H (19.630, 15.785, 12.482)
H (19.606, 15.191, 10.080)
H (17.984, 13.868, 9.141)
C (8.559, 13.913, 11.731)
O (8.751, 13.961, 10.341)
C (9.882, 13.525, 9.720)
C (9.890, 13.550, 8.333)
C (11.092, 13.385, 7.730)
C (12.246, 12.933, 8.392)
C (13.502, 12.798, 7.703)
C (13.607, 12.822, 6.174)
O (14.525, 12.531, 8.300)
C (12.140, 12.687, 9.792)
O (13.091, 12.015, 10.470)
C (10.961, 13.026, 10.440)
H (7.568, 14.218, 11.858)
H (9.270, 14.583, 12.233)
H (8.827, 12.923, 12.148)
H (8.957, 13.835, 7.822)
H (11.177, 13.539, 6.650)
H (12.969, 13.511, 5.633)
H (13.356, 11.813, 5.882)
H (14.664, 13.006, 5.950)
H (11.159, 12.987, 11.507)
C (13.173, 15.718, 12.521)
N (14.028, 16.530, 11.713)
C (13.740, 17.957, 11.808)
C (14.596, 15.941, 10.543)
O (14.219, 14.860, 10.139)
N (15.477, 16.708, 9.906)
C (15.684, 16.435, 8.469)
C (16.578, 17.338, 10.555)
H (12.174, 15.654, 12.150)
H (13.178, 16.079, 13.557)
H (13.578, 14.718, 12.438)
H (13.028, 18.323, 11.027)
H (14.631, 18.590, 11.818)
H (13.294, 18.156, 12.752)
H (15.445, 17.293, 7.905)
H (15.111, 15.525, 8.156)
H (16.739, 16.234, 8.329)
H (16.475, 17.205, 11.666)
H (16.534, 18.432, 10.353)
H (17.518, 16.888, 10.110)
S (14.634, 7.632, 9.970)
C (14.371, 9.350, 10.176)
N (15.404, 10.136, 10.009)
C (16.536, 9.354, 9.671)
C (17.865, 9.842, 9.492)
C (18.835, 8.924, 9.265)
C (18.528, 7.495, 9.224)
C (17.276, 7.037, 9.456)
C (16.275, 7.962, 9.595)
H (13.362, 9.716, 10.397)
H (18.069, 10.907, 9.619)
H (19.848, 9.276, 9.094)
H (19.273, 6.734, 9.047)
H (17.101, 5.939, 9.416)